# 1
61
Properties=species:S:1:pos:R:3:nbo_charge:R:1 method="wB97M-V/def2-TZVPD" largest_force_ev_per_a=0.385 total_charge=+2 e_above_lowest_kcal_mol=0.0 lumo_ev="-7.341 / -7.340" homo_lumo_gap_ev="6.59 / 6.59"
Mo -1.2865 -0.6365 -0.2992 1.734
Cl -3.1800 -7.5445 1.2148 0.093
C -2.8406 -5.8661 1.1073 -0.057
C -3.1240 -5.0296 2.1906 -0.110
C -2.8690 -3.6698 2.1328 -0.242
C -2.3110 -3.1340 0.9878 0.345
O -2.0792 -1.7953 0.9283 -0.639
C -2.0140 -3.9619 -0.1103 -0.216
C -1.4642 -3.4458 -1.3150 0.451
O -1.1250 -2.2545 -1.5077 -0.573
C -2.2957 -5.3385 -0.0401 -0.143
H -3.5572 -5.4580 3.0847 0.260
H -3.1033 -3.0225 2.9664 0.255
H -1.3174 -4.1259 -2.1562 0.204
H -2.0848 -5.9786 -0.8874 0.251
O -1.7751 0.7381 -1.2598 -0.806
Si -2.4347 2.3892 -1.0732 1.869
C -4.0116 2.5096 -1.9927 -0.525
C -5.2162 2.0489 -1.4445 -0.205
C -6.3920 2.1219 -2.1714 -0.198
C -6.3808 2.6572 -3.4538 -0.158
C -5.1964 3.1163 -4.0128 -0.207
C -4.0181 3.0433 -3.2865 -0.176
C -2.6830 2.2521 0.7830 -0.433
C -1.9953 1.3198 1.5617 -0.235
C -2.2218 1.1561 2.9184 -0.182
C -3.1536 1.9721 3.5453 -0.178
C -3.8430 2.9236 2.8063 -0.169
C -3.6147 3.0540 1.4421 -0.188
C -1.0765 3.4626 -1.6873 -0.496
C -1.3117 4.8333 -1.8312 -0.204
C -0.3043 5.6791 -2.2689 -0.183
C 0.9466 5.1640 -2.5767 -0.171
C 1.1947 3.8040 -2.4465 -0.213
C 0.1915 2.9590 -2.0018 -0.201
H -5.2383 1.6385 -0.4409 0.213
H -7.3188 1.7698 -1.7387 0.230
H -7.3015 2.7203 -4.0186 0.234
H -5.1927 3.5348 -5.0100 0.235
H -3.0986 3.4099 -3.7283 0.223
H -1.1151 0.7409 1.1959 0.144
H -1.6676 0.4204 3.4864 0.228
H -3.3339 1.8690 4.6066 0.241
H -4.5673 3.5626 3.2931 0.242
H -4.1842 3.7860 0.8811 0.233
H -2.2882 5.2508 -1.6095 0.224
H -0.4950 6.7381 -2.3776 0.235
H 1.7295 5.8228 -2.9276 0.234
H 2.1685 3.4094 -2.7063 0.220
H 0.3770 1.8955 -1.9133 0.190
C 3.7930 0.3359 1.0929 -0.400
N 3.1532 -0.4514 0.0218 -0.391
C 4.0268 -1.1426 -0.9470 -0.400
C 1.8816 -0.5324 -0.0703 0.678
N 0.7182 -0.6051 -0.1529 -0.566
H 4.4038 1.1147 0.6406 0.234
H 4.4182 -0.3249 1.6902 0.234
H 3.0299 0.7876 1.7201 0.231
H 4.6485 -0.4042 -1.4494 0.234
H 3.4174 -1.6666 -1.6775 0.230
H 4.6552 -1.8520 -0.4121 0.234

=====

# 2
62
Properties=species:S:1:pos:R:3:nbo_charge:R:1 method="wB97M-V/def2-TZVPD" multiplicity=7 largest_force_ev_per_a=1.452 total_charge=0 s_squared=12.0202 lumo_ev="-0.809 / -0.025" homo_lumo_gap_ev="6.98 / 7.79"
C 2.6296 -0.1791 2.3086 -0.365
C 2.8988 -0.7744 1.0339 -0.333
C 2.8729 0.2572 0.0559 -0.337
H 3.0750 -1.8315 0.8487 0.233
C 2.5936 1.4925 0.7101 -0.339
C 2.4333 1.2233 2.1052 -0.344
H 2.5265 2.4713 0.2323 0.225
C -1.1573 -2.2864 2.2315 -0.326
C 0.0011 -2.8219 1.5960 -0.352
C -0.2093 -2.7704 0.1927 -0.351
H 0.8766 -3.2413 2.1005 0.235
C -1.4656 -2.1395 -0.0497 -0.157
C -2.0606 -1.8588 1.2196 -0.302
H 3.0440 0.1302 -1.0063 0.235
H 2.2014 1.9531 2.8806 0.238
H 2.5937 -0.6994 3.2665 0.246
H -3.0685 -1.4546 1.3699 0.218
H 0.4349 -3.2081 -0.5760 0.230
H -1.3481 -2.2513 3.3064 0.237
Eu 0.2406 -0.0414 1.0424 1.751
C -2.1414 -1.9247 -1.3958 -0.036
C -3.5521 -2.5106 -1.2870 -0.598
C -1.3732 -2.6479 -2.5060 -0.617
H -3.5068 -3.5466 -0.9234 0.228
H -4.0423 -2.5022 -2.2690 0.200
H -4.1671 -1.9258 -0.5900 0.211
H -1.3511 -3.7250 -2.2937 0.228
H -0.3383 -2.2935 -2.6047 0.215
H -1.8724 -2.5058 -3.4726 0.204
C -2.3242 -0.4048 -1.7547 -0.492
C -1.0853 0.3847 -2.0546 0.737
H -2.8533 0.0984 -0.9227 0.252
H -2.9934 -0.3418 -2.6280 0.212
O -0.1470 0.4845 -1.2133 -0.708
N -0.9963 1.0328 -3.2197 -0.570
C -0.0018 2.1165 -3.4119 -0.229
H -1.8481 1.1289 -3.7578 0.409
C 1.3795 1.5924 -3.7007 -0.054
C 2.5001 2.2511 -3.1790 -0.211
H 2.3440 3.1411 -2.5610 0.215
C 3.7824 1.7601 -3.4323 -0.198
H 4.6485 2.2694 -3.0048 0.224
C 3.9531 0.6172 -4.2287 -0.214
H 4.9579 0.2338 -4.4303 0.222
C 2.8297 -0.0337 -4.7520 -0.217
H 2.9447 -0.9365 -5.3570 0.218
C 1.5426 0.4611 -4.5001 -0.170
H 0.6575 -0.0320 -4.9115 0.207
H 0.0280 2.7453 -2.5145 0.218
H -0.3721 2.7202 -4.2539 0.218
F -1.6031 2.3925 7.8085 -0.296
C -1.4666 2.0434 6.5193 0.223
C -2.1337 2.7691 5.5297 0.276
F -2.9194 3.8117 5.8632 -0.295
C -1.9803 2.4218 4.2040 0.259
F -2.6097 3.1162 3.2400 -0.302
C -1.1466 1.3448 3.8159 0.261
O -0.9575 1.0628 2.5687 -0.809
C -0.5146 0.6104 4.8587 0.230
F 0.2748 -0.4652 4.5359 -0.313
C -0.6539 0.9554 6.1782 0.320
F -0.0037 0.2609 7.1399 -0.303

=====

# 3
65
Properties=species:S:1:pos:R:3:nbo_charge:R:1 method="wB97M-V/def2-TZVPD" largest_force_ev_per_a=0.896 total_charge=+1 e_above_lowest_kcal_mol=11.4 lumo_ev=-3.546 homo_lumo_gap_ev=7.41
Zn 1.8830 0.7927 -0.4868 1.717
C -1.7386 -5.0743 1.0778 -0.622
C -2.5671 -4.2798 0.0693 -0.029
C -3.9330 -3.9504 0.6556 -0.399
C -4.7545 -3.1394 -0.3350 -0.426
C -4.0135 -1.8772 -0.6719 -0.003
C -4.6857 -0.7210 -0.9891 -0.231
C -3.9800 0.4338 -1.3198 0.407
F -4.6672 1.5444 -1.6201 -0.310
C -2.6165 0.4551 -1.3496 -0.269
C -1.9102 -0.7116 -1.0247 -0.072
C -0.4544 -0.6744 -1.0410 0.486
O 0.1272 0.4164 -1.3273 -0.817
C 0.2025 -1.8921 -0.7297 -0.334
C -0.5468 -2.9948 -0.4158 0.158
N -1.8814 -3.0241 -0.3400 -0.326
C -2.6021 -1.8839 -0.6713 0.146
C 1.7154 -2.0622 -0.6316 0.798
O 2.1496 -3.1877 -0.4719 -0.639
O 2.4236 -0.9890 -0.7103 -0.918
H -2.3770 -5.8229 1.5437 0.235
H -1.3565 -4.4167 1.8607 0.220
H -0.9019 -5.5972 0.6190 0.229
H -2.7099 -4.8808 -0.8339 0.209
H -3.8021 -3.3824 1.5815 0.209
H -4.4383 -4.8833 0.9002 0.234
H -5.7394 -2.9062 0.0678 0.233
H -4.9045 -3.7230 -1.2485 0.226
H -5.7681 -0.7002 -0.9902 0.239
H -2.0669 1.3435 -1.6244 0.253
H -0.0078 -3.9073 -0.2061 0.261
C 6.0482 2.2757 -1.3107 -0.706
C 4.5728 2.0731 -1.4904 0.726
O 3.8688 1.5835 -0.5963 -0.749
N 4.0498 2.4989 -2.6493 -0.577
C 2.6376 2.3508 -2.9849 -0.263
C 1.7506 3.2634 -2.1627 0.216
C 1.3468 4.5059 -2.6258 -0.232
C 0.5270 5.2887 -1.8274 -0.136
C 0.1465 4.8119 -0.5832 -0.229
C 0.6049 3.5680 -0.1879 0.058
N 1.3860 2.8124 -0.9568 -0.556
H 6.4420 1.5156 -0.6412 0.259
H 6.2205 3.2530 -0.8561 0.252
H 6.5791 2.2371 -2.2596 0.233
H 4.6662 2.8680 -3.3523 0.417
H 2.3367 1.3149 -2.8063 0.224
H 2.5156 2.5573 -4.0445 0.239
H 1.6645 4.8512 -3.6007 0.231
H 0.1861 6.2545 -2.1754 0.237
H -0.4904 5.3901 0.0705 0.239
H 0.3369 3.1523 0.7766 0.212
Se 3.3022 1.6620 2.2459 1.097
N 1.8210 0.9610 1.5555 -0.852
C 1.0762 0.5143 2.5678 0.127
C -0.1903 -0.1122 2.4596 -0.183
C -0.8215 -0.5000 3.6013 -0.179
C -0.2553 -0.2873 4.8904 -0.199
C 0.9528 0.3152 5.0423 -0.183
C 1.6504 0.7342 3.8784 0.094
N 2.8248 1.3452 3.8827 -0.591
H -0.6329 -0.2655 1.4864 0.215
H -1.7883 -0.9835 3.5402 0.223
H -0.8081 -0.6054 5.7640 0.231
H 1.3943 0.4918 6.0130 0.242

=====

# 4
63
Properties=species:S:1:pos:R:3:nbo_charge:R:1 method="wB97M-V/def2-TZVPD" multiplicity=2 largest_force_ev_per_a=3.472 total_charge=+4 s_squared=0.7997 e_above_lowest_kcal_mol=43.5 lumo_ev="-15.406 / -14.991" homo_lumo_gap_ev="4.78 / 5.19"
Re 0.3250 -0.2079 -0.5738 1.842
O 3.6610 6.4412 0.7996 -0.267
N 3.8195 5.2977 1.1163 0.535
O 4.5967 4.8464 1.9257 -0.336
C 2.9124 4.3000 0.4379 0.089
C 2.0069 4.8117 -0.4300 -0.107
C 1.0677 3.9651 -1.0924 -0.079
C 0.1746 4.3835 -2.1087 0.036
C -0.6618 3.4511 -2.7000 -0.236
C -0.6472 2.1360 -2.2619 0.147
N 0.1866 1.7151 -1.2861 -0.507
C 1.0519 2.6239 -0.7376 0.229
C 2.0105 2.0945 0.1407 0.138
N 1.9373 0.7346 0.3113 -0.504
C 2.9267 0.1155 0.9869 0.148
C 3.9809 0.8241 1.5361 -0.243
C 4.0306 2.2024 1.4213 0.039
C 3.0077 2.8900 0.7055 -0.060
H 2.0010 5.8795 -0.6185 0.307
H 0.1633 5.4202 -2.4297 0.285
H -1.3319 3.7310 -3.5021 0.294
H -1.3171 1.4071 -2.6994 0.237
H 2.8872 -0.9639 1.0642 0.242
H 4.7690 0.2881 2.0478 0.293
H 4.8551 2.7522 1.8519 0.309
O -1.0468 0.2465 0.7388 -0.833
S -1.6684 0.0697 2.2065 1.282
C -2.5796 -1.5123 2.2094 -0.560
C -2.0029 -2.6270 1.3488 -0.428
C -2.6125 -2.6925 -0.0552 -0.428
C -2.0055 -3.8313 -0.8613 -0.544
S -0.5693 -3.3300 -1.8925 1.289
O -0.0564 -1.9917 -1.1527 -0.905
C -1.4101 -2.7569 -3.3471 -0.216
C -1.6131 -3.7138 -4.3339 -0.213
C -2.2939 -3.3417 -5.4843 -0.148
C -2.7338 -2.0342 -5.6437 -0.121
C -2.5291 -1.0909 -4.6392 -0.169
C -1.8511 -1.4466 -3.4862 -0.261
C -0.3449 -0.2764 3.3326 -0.238
C -0.4412 0.3383 4.5759 -0.193
C 0.4891 0.0047 5.5532 -0.162
C 1.5010 -0.9022 5.2729 -0.118
C 1.5895 -1.5060 4.0164 -0.179
C 0.6700 -1.1864 3.0335 -0.262
H -3.6009 -1.2596 1.9159 0.280
H -2.5897 -1.7752 3.2697 0.302
H -2.2178 -3.5687 1.8573 0.277
H -0.9160 -2.5524 1.2949 0.196
H -2.5092 -1.7412 -0.5843 0.200
H -3.6831 -2.8839 0.0343 0.277
H -2.6987 -4.2441 -1.5960 0.300
H -1.6491 -4.6430 -0.2246 0.275
H -1.2468 -4.7292 -4.2209 0.260
H -2.4635 -4.0717 -6.2644 0.276
H -3.2290 -1.7408 -6.5600 0.270
H -2.9190 -0.0894 -4.7663 0.244
H -1.6957 -0.7266 -2.6902 0.172
H -1.2275 1.0535 4.7914 0.264
H 0.4110 0.4503 6.5359 0.276
H 2.2373 -1.1382 6.0302 0.271
H 2.3607 -2.2410 3.8217 0.253
H 0.7323 -1.6575 2.0584 0.187

=====

Repeat the first record exactly.
61
Properties=species:S:1:pos:R:3:nbo_charge:R:1 method="wB97M-V/def2-TZVPD" largest_force_ev_per_a=0.385 total_charge=+2 e_above_lowest_kcal_mol=0.0 lumo_ev="-7.341 / -7.340" homo_lumo_gap_ev="6.59 / 6.59"
Mo -1.2865 -0.6365 -0.2992 1.734
Cl -3.1800 -7.5445 1.2148 0.093
C -2.8406 -5.8661 1.1073 -0.057
C -3.1240 -5.0296 2.1906 -0.110
C -2.8690 -3.6698 2.1328 -0.242
C -2.3110 -3.1340 0.9878 0.345
O -2.0792 -1.7953 0.9283 -0.639
C -2.0140 -3.9619 -0.1103 -0.216
C -1.4642 -3.4458 -1.3150 0.451
O -1.1250 -2.2545 -1.5077 -0.573
C -2.2957 -5.3385 -0.0401 -0.143
H -3.5572 -5.4580 3.0847 0.260
H -3.1033 -3.0225 2.9664 0.255
H -1.3174 -4.1259 -2.1562 0.204
H -2.0848 -5.9786 -0.8874 0.251
O -1.7751 0.7381 -1.2598 -0.806
Si -2.4347 2.3892 -1.0732 1.869
C -4.0116 2.5096 -1.9927 -0.525
C -5.2162 2.0489 -1.4445 -0.205
C -6.3920 2.1219 -2.1714 -0.198
C -6.3808 2.6572 -3.4538 -0.158
C -5.1964 3.1163 -4.0128 -0.207
C -4.0181 3.0433 -3.2865 -0.176
C -2.6830 2.2521 0.7830 -0.433
C -1.9953 1.3198 1.5617 -0.235
C -2.2218 1.1561 2.9184 -0.182
C -3.1536 1.9721 3.5453 -0.178
C -3.8430 2.9236 2.8063 -0.169
C -3.6147 3.0540 1.4421 -0.188
C -1.0765 3.4626 -1.6873 -0.496
C -1.3117 4.8333 -1.8312 -0.204
C -0.3043 5.6791 -2.2689 -0.183
C 0.9466 5.1640 -2.5767 -0.171
C 1.1947 3.8040 -2.4465 -0.213
C 0.1915 2.9590 -2.0018 -0.201
H -5.2383 1.6385 -0.4409 0.213
H -7.3188 1.7698 -1.7387 0.230
H -7.3015 2.7203 -4.0186 0.234
H -5.1927 3.5348 -5.0100 0.235
H -3.0986 3.4099 -3.7283 0.223
H -1.1151 0.7409 1.1959 0.144
H -1.6676 0.4204 3.4864 0.228
H -3.3339 1.8690 4.6066 0.241
H -4.5673 3.5626 3.2931 0.242
H -4.1842 3.7860 0.8811 0.233
H -2.2882 5.2508 -1.6095 0.224
H -0.4950 6.7381 -2.3776 0.235
H 1.7295 5.8228 -2.9276 0.234
H 2.1685 3.4094 -2.7063 0.220
H 0.3770 1.8955 -1.9133 0.190
C 3.7930 0.3359 1.0929 -0.400
N 3.1532 -0.4514 0.0218 -0.391
C 4.0268 -1.1426 -0.9470 -0.400
C 1.8816 -0.5324 -0.0703 0.678
N 0.7182 -0.6051 -0.1529 -0.566
H 4.4038 1.1147 0.6406 0.234
H 4.4182 -0.3249 1.6902 0.234
H 3.0299 0.7876 1.7201 0.231
H 4.6485 -0.4042 -1.4494 0.234
H 3.4174 -1.6666 -1.6775 0.230
H 4.6552 -1.8520 -0.4121 0.234